1.
C7H13N in the gas phase at a distorted geometry, computed with the ωB97M-V functional and the def2-TZVPD basis.

The geometry in XYZ format:
```
21
Properties=species:S:1:pos:R:3:mulliken_charge:R:1
C -2.393 0.123 0.903 -1.19
C -1.059 0.618 0.137 -0.71
C -0.168 -0.645 -0.193 0.41
C 0.889 -0.594 1.031 -0.62
C 1.903 0.504 0.563 -0.77
N 1.287 0.856 -0.700 -0.37
C 0.944 -0.348 -1.195 -0.25
C -0.354 -0.987 -1.729 -0.80
H -2.031 -0.525 1.808 0.24
H -2.691 1.027 1.362 0.38
H -3.053 -0.211 0.194 0.36
H -1.580 1.061 -0.843 0.33
H -0.347 1.307 0.708 0.38
H 0.228 -0.236 1.929 0.22
H 1.126 -1.610 1.206 0.45
H 2.903 0.119 0.275 0.38
H 2.158 1.354 1.203 0.36
H 1.952 1.672 -1.077 0.32
H 1.530 -1.165 -1.192 0.31
H -1.103 -0.395 -2.054 0.34
H -0.140 -1.926 -2.335 0.23
```

Its multiplicity is 1. The value obtained for the HOMO energy is -0.29315 Ha. The value obtained for the energy above the lowest of the compared OMol25 structures with the same formula, charge and spin is 152.6 kcal/mol. The gap between HOMO and LUMO is 0.33207 Ha. The max |F| is 7.93 eV/Å. Its net charge is 0. Its SMILES is CC[C@]12CCN[C@@H]1C2. The value obtained for the LUMO energy is 1.1 eV.

2.
C7H13N in the gas phase at a distorted geometry, computed with the ωB97M-V functional and the def2-TZVPD basis.

The geometry in XYZ format:
```
21
Properties=species:S:1:pos:R:3:mulliken_charge:R:1
C 1.445 -0.761 -2.818 -0.80
C 0.421 -0.368 -2.067 -0.36
C 0.395 0.350 -0.784 0.76
N 1.124 1.558 -0.841 -0.49
C -0.188 -0.125 0.319 0.23
C -0.979 -1.409 0.210 -1.53
C 0.039 0.450 1.688 -0.65
C -1.280 0.865 2.360 -1.18
H 2.476 -0.914 -2.515 0.30
H 1.264 -1.052 -3.842 0.26
H -0.545 -0.494 -2.549 0.30
H 1.178 2.070 0.024 0.24
H 1.986 1.471 -1.353 0.21
H -0.429 -2.282 -0.155 0.35
H -1.749 -1.271 -0.559 0.32
H -1.442 -1.670 1.158 0.38
H 0.852 1.133 1.935 0.38
H 0.373 -0.435 2.234 0.28
H -1.180 1.310 3.352 0.36
H -1.806 1.556 1.715 0.34
H -1.956 0.017 2.489 0.29
```

Its multiplicity is 1. The value obtained for the HOMO energy is -0.28099 Ha. The value obtained for the energy above the lowest of the compared OMol25 structures with the same formula, charge and spin is 34.5 kcal/mol. The gap between HOMO and LUMO is 0.31784 Ha. The max |F| is 2.04 eV/Å. Its net charge is 0. Its SMILES is C=C/C(N)=C(\C)CC. The value obtained for the LUMO energy is 1.0 eV.

3.
C7H13N in the gas phase at a distorted geometry, computed with the ωB97M-V functional and the def2-TZVPD basis.

The geometry in XYZ format:
```
21
Properties=species:S:1:pos:R:3:mulliken_charge:R:1
C -2.153 -1.067 -0.113 -1.40
C -1.087 0.022 -0.044 0.90
C -1.849 1.344 0.071 -1.17
C 0.203 -0.102 -0.122 0.10
C 0.971 -1.175 -0.218 -0.52
C 2.308 -0.677 0.261 -0.68
N 2.491 0.649 -0.268 -0.43
C 1.138 1.209 -0.186 -0.75
H -3.054 -0.731 -0.728 0.33
H -2.719 -1.144 0.946 0.29
H -1.970 -2.105 -0.401 0.40
H -1.203 2.321 0.449 0.26
H -2.215 1.558 -0.949 0.30
H -2.671 1.026 0.881 0.34
H 0.986 -1.772 -1.144 0.28
H 0.819 -2.183 0.453 0.25
H 2.995 -1.293 -0.208 0.42
H 2.116 -0.818 1.381 0.29
H 3.085 1.160 0.361 0.27
H 1.008 1.927 0.707 0.28
H 0.801 1.850 -1.129 0.24
```

Its multiplicity is 1. The value obtained for the HOMO energy is -0.31424 Ha. The value obtained for the energy above the lowest of the compared OMol25 structures with the same formula, charge and spin is 78.8 kcal/mol. The gap between HOMO and LUMO is 0.34908 Ha. The max |F| is 9.76 eV/Å. Its net charge is 0. Its SMILES is CC(C)=C1CCNC1. The value obtained for the LUMO energy is 0.9 eV.

4.
A molecular structure, C7H13N2 at a distorted geometry, computed with the ωB97M-V functional and the def2-TZVPD basis.

The geometry in XYZ format:
```
22
Properties=species:S:1:pos:R:3:mulliken_charge:R:1
C 1.447 0.011 -0.210 -0.03
C -2.625 -0.706 -0.207 -0.52
C -1.398 -1.578 -0.128 -1.07
C 3.250 -0.794 0.049 -0.33
C -1.322 -0.190 0.490 -0.06
C -0.519 2.143 0.300 -1.15
C -0.594 0.759 -0.297 0.01
N 2.695 0.454 -0.385 -0.14
N 1.859 -1.214 0.089 -0.15
H -3.013 -0.064 -1.103 0.23
H -3.479 -0.976 0.447 0.27
H -1.561 -2.413 0.396 0.39
H -0.792 -1.600 -0.953 0.40
H 4.026 -1.233 -0.629 0.28
H 3.609 -1.033 1.072 0.29
H -1.444 -0.144 1.503 0.59
H -1.336 2.730 -0.228 0.34
H 0.456 2.815 0.170 0.31
H -0.600 2.058 1.354 0.36
H -0.597 0.699 -1.345 0.51
H 2.964 1.294 -0.821 0.21
H 1.276 -1.884 0.561 0.29
```

Its multiplicity is 1. The value obtained for the HOMO energy is -0.50882 Ha. The value obtained for the energy above the lowest of the compared OMol25 structures with the same formula, charge and spin is 123.5 kcal/mol. The gap between HOMO and LUMO is 0.39057 Ha. The max |F| is 4.33 eV/Å. Its net charge is +1. The value obtained for the LUMO energy is -3.2 eV.

5.
A gas-phase ion, C7H13N2 (charge +1) at a distorted geometry, computed with the ωB97M-V functional and the def2-TZVPD basis.

The geometry in XYZ format:
```
22
Properties=species:S:1:pos:R:3:mulliken_charge:R:1
C 0.902 1.262 1.445 -1.32
C 0.544 0.945 -0.033 0.25
C -0.215 2.156 -0.607 -1.15
N -0.340 -0.216 -0.013 0.29
C -1.332 -0.345 1.036 -0.27
C -1.014 -1.534 1.554 -0.55
N 0.146 -1.721 0.658 -0.32
C -0.268 -1.539 -0.691 0.71
C 0.714 -1.667 -1.766 -1.72
H -0.072 1.324 1.871 0.47
H 1.399 0.346 1.749 0.36
H 1.612 2.054 1.719 0.39
H 1.426 0.548 -0.685 0.35
H -0.352 2.231 -1.673 0.34
H 0.165 3.096 -0.263 0.37
H -1.275 1.928 -0.303 0.28
H -2.206 0.355 1.200 0.40
H -1.480 -2.285 2.012 0.46
H -1.181 -1.858 -1.038 0.44
H 1.754 -1.654 -1.565 0.40
H 0.493 -0.804 -2.370 0.42
H 0.579 -2.621 -2.236 0.39
```

Its multiplicity is 1. The value obtained for the HOMO energy is -0.53440 Ha. The value obtained for the energy above the lowest of the compared OMol25 structures with the same formula, charge and spin is 139.0 kcal/mol. The gap between HOMO and LUMO is 0.35183 Ha. The max |F| is 5.66 eV/Å. Its net charge is +1. Its SMILES is CC(C)[N@+]12C=CN1[C@@H]2C. The value obtained for the LUMO energy is -5.0 eV.

6.
A gas-phase ion, C7H13N2O (charge +1) at a distorted geometry, computed with the ωB97M-V functional and the def2-TZVPD basis.

The geometry in XYZ format:
```
23
Properties=species:S:1:pos:R:3:mulliken_charge:R:1
C -0.130 2.444 -0.135 -0.88
N 0.195 1.060 -0.534 -0.02
C 1.521 0.619 -0.027 -0.44
C 1.822 -0.785 -0.564 -0.58
O 0.919 -1.706 -0.014 -0.38
C -0.405 -1.514 -0.397 0.09
C -1.303 -2.180 0.657 -0.73
N -1.564 -1.191 1.667 -0.49
C -1.305 -0.027 1.287 -0.26
C -0.871 0.100 -0.163 -0.38
H -0.153 2.523 0.949 0.39
H 0.625 3.128 -0.520 0.38
H -1.102 2.732 -0.534 0.34
H 0.253 1.036 -1.559 0.37
H 1.484 0.583 1.064 0.36
H 2.283 1.330 -0.347 0.45
H 1.785 -0.797 -1.664 0.34
H 2.814 -1.103 -0.241 0.39
H -0.588 -1.802 -1.436 0.41
H -2.256 -2.513 0.239 0.35
H -0.806 -3.036 1.115 0.36
H -1.465 0.813 1.941 0.40
H -1.753 0.287 -0.781 0.54
```

Its multiplicity is 1. The value obtained for the HOMO energy is -0.50781 Ha. The value obtained for the energy above the lowest of the compared OMol25 structures with the same formula, charge and spin is 51.1 kcal/mol. The gap between HOMO and LUMO is 0.38793 Ha. The max |F| is 3.11 eV/Å. Its net charge is +1. Its SMILES is C[N@H+]1CCO[C@H]2CN=C[C@H]21. The value obtained for the LUMO energy is -3.3 eV.

7.
A gas-phase ion, C7H13N2O (charge +1) at a distorted geometry, computed with the ωB97M-V functional and the def2-TZVPD basis.

The geometry in XYZ format:
```
23
Properties=species:S:1:pos:R:3:mulliken_charge:R:1
C 0.710 -0.255 1.146 0.89
C 2.448 -0.631 -0.749 0.43
C 2.275 -0.465 0.590 -0.59
C 0.661 -0.520 2.604 -1.48
C -2.655 -0.683 -0.507 -1.19
C 0.367 1.365 -1.499 -1.19
C -1.879 0.443 -1.168 -0.37
N -0.250 0.139 0.485 -0.22
N -0.468 0.422 -0.780 0.14
O 2.503 -0.792 -1.875 -0.13
H 2.797 0.416 0.971 0.40
H 2.618 -1.353 1.130 0.45
H 1.531 -0.116 3.117 0.40
H 0.624 -1.594 2.789 0.33
H -0.232 -0.075 3.032 0.37
H -2.695 -0.549 0.569 0.30
H -3.671 -0.696 -0.892 0.40
H -2.195 -1.642 -0.728 0.30
H -0.176 2.302 -1.645 0.30
H 1.278 1.586 -0.943 0.43
H 0.634 0.961 -2.477 0.36
H -2.327 1.412 -0.917 0.33
H -1.896 0.323 -2.253 0.34
```

Its multiplicity is 1. The value obtained for the HOMO energy is -0.44829 Ha. The value obtained for the energy above the lowest of the compared OMol25 structures with the same formula, charge and spin is 102.2 kcal/mol. The gap between HOMO and LUMO is 0.26841 Ha. The max |F| is 3.50 eV/Å. Its net charge is +1. The value obtained for the LUMO energy is -4.9 eV.

8.
2 unconnected molecules or ions with the total composition C7H13N2O at a distorted geometry, computed with the ωB97M-V functional and the def2-TZVPD basis.

The geometry in XYZ format:
```
23
Properties=species:S:1:pos:R:3:mulliken_charge:R:1
C -2.064 -0.732 0.313 -0.66
C -1.471 -1.557 -0.661 -0.27
C -1.401 0.399 0.670 -0.92
C -0.211 -1.352 -1.198 -0.56
C -0.209 0.955 -0.082 1.67
C 0.472 -0.167 -0.858 0.21
C 0.819 1.708 0.870 -1.60
N -0.788 1.938 -0.994 -0.57
N 1.552 -1.465 1.083 -0.61
O 1.578 0.165 -1.461 -0.37
H -2.957 -1.102 0.799 0.45
H -2.085 -2.347 -1.117 0.44
H -1.753 0.967 1.447 0.58
H 0.380 -2.064 -1.738 0.36
H 0.446 1.869 1.900 0.35
H 0.984 2.607 0.469 0.47
H 1.764 1.243 0.879 0.46
H -1.329 1.524 -1.690 0.24
H -0.065 2.730 -1.097 0.28
H 0.595 -1.638 1.455 0.24
H 1.813 -0.779 1.696 0.19
H 2.034 -2.350 1.248 0.26
H 1.896 -0.556 -1.933 0.38
```

Its multiplicity is 1. The value obtained for the HOMO energy is -0.48582 Ha. The value obtained for the energy above the lowest of the compared OMol25 structures with the same formula, charge and spin is 76.0 kcal/mol. The gap between HOMO and LUMO is 0.28456 Ha. The max |F| is 4.33 eV/Å. Its net charge is +1. The value obtained for the LUMO energy is -5.5 eV.